96
Properties=species:S:1:pos:R:3:mulliken_charge:R:1 method="wB97M-V/def2-TZVPD" charge=+1 energy_ha=-2043.09039 max_force_ev_per_a=2.1 homo_energy_ev=-11.8 gap_ev=7.776
C -0.08 -1.76 -1.70 -1.05
H 5.13 2.32 4.11 0.24
H -3.39 -1.84 0.19 0.60
H -0.46 3.09 1.60 0.24
O -4.16 -4.32 1.29 -0.42
H -5.89 -4.50 0.21 0.24
O 4.95 2.48 3.18 -0.55
H 2.79 -0.78 -1.19 0.36
H -2.29 6.41 -2.77 0.26
O -1.71 -3.73 2.96 -0.43
H -3.95 -0.48 -6.52 0.27
H 6.01 3.00 1.50 0.24
H 1.77 -4.13 -4.86 0.02
C 2.88 0.35 1.75 -0.39
F 1.10 -1.77 -3.79 -0.35
H 6.59 3.74 3.01 0.28
H -2.99 1.02 -6.37 0.28
H 0.71 -2.66 -0.08 0.35
C 1.11 -4.98 -5.01 -0.24
H 1.97 5.81 6.63 0.24
H -1.39 1.63 -0.64 -0.23
H 2.89 -1.55 2.20 0.29
H -2.38 0.73 2.68 -0.07
H 0.81 0.34 -0.29 0.25
H -1.68 -3.33 3.83 0.23
O 2.85 -1.04 1.39 -0.53
O -3.39 0.67 -2.77 -0.47
O -2.21 -0.64 -5.40 -0.41
H 1.13 2.65 3.13 -0.14
N -0.15 -2.30 -0.48 0.49
H 2.52 -0.03 -2.81 0.42
H 3.80 0.57 2.29 0.33
H 2.85 0.95 0.84 0.18
H 0.21 -4.66 -5.54 0.23
C 1.39 2.85 4.17 -0.11
H 1.26 3.62 6.48 0.33
H 1.02 5.90 8.13 0.23
H 2.44 4.83 8.05 0.26
H 3.30 -2.40 -4.78 0.26
C 4.11 -2.53 -6.54 -0.61
H 1.62 -5.74 -5.60 0.29
C -3.59 -0.60 -2.31 -0.17
H 1.80 -2.62 -2.10 0.33
H 0.30 -4.86 -3.24 0.29
H 4.62 -3.29 -7.12 0.24
H 1.80 1.50 -1.14 0.59
O 0.74 4.19 7.05 -0.50
H -1.58 0.57 4.26 0.25
H -2.21 6.20 -0.47 0.27
H 6.91 2.02 2.67 0.29
O -0.33 2.41 0.94 -0.43
H -1.12 -0.81 -3.31 0.66
H -0.72 6.92 -2.08 0.27
H -3.92 0.40 -4.99 0.27
H -2.52 2.60 4.80 0.29
C -1.40 6.07 -2.23 -0.55
O -2.46 2.39 3.86 -0.51
C -1.19 -1.23 -2.31 0.31
C -3.33 0.12 -5.85 -0.63
H -1.63 3.37 -0.35 0.12
H -5.77 -3.01 1.17 0.28
H -1.63 -5.62 2.16 0.28
H -3.89 -3.95 2.14 0.25
C 2.04 -0.47 -1.93 -0.60
O -1.77 5.51 -0.97 -0.48
H -0.89 5.31 -2.81 0.21
C 1.59 5.24 7.49 -0.55
H -6.11 -4.56 1.97 0.29
H 0.56 2.54 4.81 0.19
H -1.69 -0.89 -6.17 0.26
H 3.27 2.42 3.96 0.50
H -1.31 -2.82 1.15 0.78
C -2.46 -1.82 -0.35 -0.21
C 1.16 0.62 -1.29 -1.35
H -2.44 -5.51 3.74 0.30
C -2.44 0.98 3.74 -0.31
H 3.21 -2.21 -7.08 0.26
C -1.50 2.39 0.13 0.02
H 1.56 3.92 4.31 0.35
H 0.33 0.95 -1.92 0.43
H -3.36 0.55 4.15 0.38
C -2.40 -1.24 -1.62 0.99
C -1.32 -2.34 0.17 -1.21
H 2.02 0.59 2.37 0.15
C 6.19 2.83 2.56 -0.68
O 2.55 2.12 4.54 -0.57
H -2.38 2.16 0.74 0.26
H -2.46 0.79 -3.02 0.39
C -1.60 -5.15 3.13 -0.67
O 3.75 -3.08 -5.28 -0.49
C -5.56 -4.08 1.16 -0.65
O -4.66 -1.13 -2.47 -0.51
H -0.66 -5.40 3.62 0.30
C 1.26 -1.72 -2.43 -0.15
O 0.75 -5.55 -3.74 -0.53
H 4.77 -1.67 -6.40 0.28



118
Properties=species:S:1:pos:R:3:mulliken_charge:R:1 method="wB97M-V/def2-TZVPD" energy_ha=-4107.77448 max_force_ev_per_a=3.3 homo_energy_ev=-9.9 gap_ev=9.768
F 4.57 3.42 0.07 -0.33
H 1.87 1.64 -1.17 -0.06
C 4.42 -2.73 -4.23 0.53
H 4.43 -4.82 0.46 0.39
C 1.29 -0.44 -1.27 -0.72
H 0.20 -7.65 0.16 0.36
H -2.32 1.70 -4.05 0.20
H -1.22 -0.27 4.54 0.33
F -1.28 -2.98 0.57 -0.54
N 3.47 0.28 -0.92 -0.05
N 0.10 5.53 -0.36 0.22
H -2.15 0.39 -5.27 0.42
H 0.25 6.47 -0.71 0.50
H 1.46 5.79 2.00 0.35
H 2.99 0.04 -3.60 0.07
H 1.12 -3.83 2.09 0.33
C 1.75 8.49 1.60 -0.86
F 3.26 -2.42 -4.74 -0.19
H 1.20 8.91 2.41 0.35
H -2.29 -3.52 3.16 0.28
H -6.40 0.18 3.78 0.27
N -2.86 0.24 -1.94 0.75
C 3.66 -4.32 1.17 -1.57
H 3.54 -4.99 2.02 0.52
C 2.21 0.72 -1.63 0.90
O 0.42 -5.61 0.19 -0.12
H -1.13 4.59 2.71 0.41
H 0.24 -0.23 -1.44 -0.71
O 5.78 -3.72 -2.04 -0.68
O 1.48 -0.59 0.16 0.73
H -2.94 -1.26 -3.43 0.39
C -3.11 -0.20 -3.39 0.45
H 4.14 1.04 -0.87 0.49
N 1.34 -3.35 1.20 1.10
O 0.85 7.57 0.93 -0.40
H 3.87 -0.56 -1.34 0.35
C 0.55 6.45 1.79 -0.83
C -2.16 0.62 -4.19 -0.87
H -5.23 -0.22 -2.86 0.39
H -0.24 -1.07 -5.10 0.43
F -3.13 -1.91 -0.38 -0.64
F -2.46 2.02 -0.21 0.04
H -2.76 -0.85 5.14 0.39
C 1.77 -5.53 0.04 -0.77
B 1.27 -1.71 4.37 0.54
F 0.71 -0.45 4.53 -0.45
H 1.59 -1.28 -1.91 0.79
F -1.36 -2.39 -1.67 -0.05
O 3.85 -2.22 -1.62 -0.87
H 1.16 0.80 1.76 0.40
F 5.09 -3.60 -5.02 -0.23
C -4.59 0.20 -3.60 -1.65
F -1.54 3.56 -1.42 -0.59
F 3.16 5.11 0.73 -0.29
F -2.60 -4.14 -0.95 -0.24
H 0.70 -0.85 -3.62 -0.40
H -1.27 -6.58 0.17 0.20
F 2.64 3.96 -1.19 -0.52
C -3.13 -2.75 3.10 -1.33
F 2.29 -1.52 3.43 -0.36
C -3.45 -0.32 2.66 -0.68
B -2.14 -2.94 -0.60 -0.02
H -1.27 3.73 1.16 0.10
F -3.13 4.16 0.19 -0.32
C -2.50 -1.39 3.02 2.35
H 2.26 -6.29 0.64 0.40
C -0.42 5.63 1.04 0.33
F -3.84 2.97 -1.69 -0.37
H 3.30 1.76 -3.27 0.45
H -0.55 4.96 -0.95 0.39
O -0.85 0.38 -3.63 -0.16
H 2.59 -3.53 -0.41 -1.14
O -4.59 -0.63 3.48 -0.39
H -0.30 -6.84 -1.32 0.31
H 0.02 -0.53 1.60 -1.77
H -2.96 0.66 2.89 0.46
S 4.44 -3.39 -2.45 1.19
H -3.57 1.02 -1.69 0.45
H -4.99 -0.12 -4.55 0.39
H -2.94 -0.63 -1.32 -0.02
C 2.58 0.96 -3.12 -1.28
H -0.89 -1.68 -3.63 0.12
H 2.06 9.32 0.99 0.28
H -1.50 -1.95 4.67 0.34
F 5.12 -1.55 -4.34 -0.28
F 0.25 -2.54 3.70 -0.40
H -0.06 0.82 0.42 0.05
H 0.46 -3.34 0.79 -0.18
H 4.14 -3.34 1.42 0.28
C -0.63 4.32 1.74 -1.19
H -5.05 1.09 4.55 0.28
H -3.83 -2.86 2.23 0.25
H -1.37 6.12 0.95 0.36
H -1.94 0.70 -1.87 -0.03
H 1.70 -2.39 1.34 -0.25
H 1.67 1.24 -3.69 0.23
C 2.33 -4.17 0.42 2.01
H -3.61 -0.24 1.57 0.41
C 0.65 0.18 1.00 1.01
H -3.63 -2.82 4.09 0.44
H -1.64 -1.43 2.35 -1.91
C -5.40 0.58 3.64 -0.74
H -5.26 1.26 2.79 0.29
B -2.79 3.21 -0.76 0.07
O 3.49 -4.44 -2.72 -0.68
H 2.54 7.90 2.03 0.35
F 1.68 -2.18 5.54 -0.23
C -0.33 -0.85 -4.02 -0.01
B 3.26 3.81 0.14 0.32
N -1.96 -1.05 4.49 -0.18
H -4.60 1.27 -3.57 0.44
H 0.04 6.75 2.73 0.46
H 2.08 -5.61 -1.01 0.52
F 2.42 2.94 0.86 -0.16
H 1.02 5.08 -0.47 -0.04
H 0.37 3.90 1.99 0.35
C -0.28 -6.77 -0.25 -0.88
H 3.31 -0.06 0.04 0.11



103
Properties=species:S:1:pos:R:3:mulliken_charge:R:1 method="wB97M-V/def2-TZVPD" charge=+3 energy_ha=-2833.10895 max_force_ev_per_a=3.1 homo_energy_ev=-13.5 gap_ev=4.687 e_above_lowest_kj_mol=345.3
H 0.33 -3.24 0.67 0.38
F -0.22 4.99 -1.75 -0.22
F -0.16 -0.19 1.11 -0.45
H -4.33 -0.33 -1.99 0.19
N 3.02 1.13 -2.32 -0.07
N 1.50 -5.27 -0.79 -0.29
H -1.63 1.18 -3.97 0.38
H -3.06 -0.78 2.28 0.46
H 1.19 -4.92 -5.24 0.31
H 2.79 0.95 -3.30 0.39
H 3.09 3.78 -3.70 0.39
O -5.33 1.31 -2.68 -0.35
H -3.41 -1.85 -4.24 0.45
O -3.48 4.24 -3.41 -0.61
C 3.70 2.47 -2.06 0.33
C 4.94 -1.13 4.05 -0.70
H -0.59 -5.30 -5.01 0.32
H 6.35 -2.66 5.56 0.36
H -6.30 3.02 -3.32 0.28
H 4.66 2.20 -1.61 0.26
H 4.26 2.58 -4.28 0.45
F -1.56 3.27 -1.72 -0.19
H 3.59 0.36 -1.97 0.36
H -2.95 1.89 2.42 0.17
F -0.33 3.65 -3.46 -0.30
C 3.96 3.18 -3.42 -1.48
H 4.03 0.26 2.55 0.32
H 1.31 -6.24 -1.04 0.39
C -3.49 0.26 -3.91 0.36
H 1.62 3.23 1.79 0.17
C -2.71 -1.02 -4.20 -1.54
C -5.78 2.16 -3.73 -0.54
C 0.26 -4.28 -2.68 -0.65
H 3.23 4.28 -0.97 0.69
H 2.30 -1.24 1.95 0.07
F -0.10 1.08 -0.91 -0.08
O 4.40 -2.14 4.86 -0.32
C -2.57 1.88 3.45 -1.09
C -2.29 -0.82 6.81 -0.61
S -2.46 5.27 -3.18 1.08
H 5.42 -0.37 4.67 0.47
H 1.90 3.48 -1.78 0.20
H 2.69 -2.21 3.34 0.43
H 3.29 1.01 4.76 0.43
H 4.98 -3.27 6.42 0.26
H 5.64 -1.46 3.28 0.46
H -2.10 -0.92 -5.10 0.46
H -2.72 0.01 7.37 0.33
H 1.61 -5.22 0.23 0.34
O 0.63 -5.47 -3.31 -0.38
H 2.43 -4.97 -1.10 0.33
H -2.87 2.28 -3.82 0.13
H 2.18 4.54 0.73 0.43
O -1.85 5.88 -4.36 -0.64
H -1.34 -0.41 6.45 0.18
O -2.75 6.20 -2.09 -0.63
O 2.61 2.65 0.06 -0.14
H -2.01 -1.25 -3.39 0.17
C 3.77 -0.47 3.32 0.17
O -3.14 -1.10 5.70 -0.34
C 0.29 -4.41 -1.18 0.34
C -1.05 4.26 -2.48 0.48
C 0.44 -5.50 -4.70 -0.76
B -0.88 0.45 0.08 0.40
C -3.56 0.06 5.02 -0.79
F -1.78 -0.40 -0.64 -0.38
N -2.28 -0.62 2.93 0.07
C -2.49 0.46 3.99 0.59
H -0.52 -5.07 -0.85 0.29
H -3.90 0.59 -4.87 0.37
H -0.81 -2.64 -0.41 0.23
C 2.74 0.29 4.15 -1.42
C -4.65 0.12 -2.93 -0.68
H -2.28 1.37 -2.53 -0.09
N -2.53 1.35 -3.53 0.39
H -5.39 -0.52 -3.42 0.50
H 5.32 -3.97 4.84 0.28
H -0.74 -3.94 -2.99 0.36
H 0.95 -2.41 -0.77 0.29
H 1.02 -3.52 -2.95 0.38
H -1.53 0.44 4.51 -0.06
C 5.34 -3.05 5.42 -0.80
H 2.09 0.91 3.54 0.31
H 3.61 -2.01 1.87 0.42
H -3.19 2.50 4.09 0.50
H 0.73 3.63 0.36 0.20
H 2.17 1.10 -1.73 0.06
C 2.81 3.30 -1.20 -0.97
H 0.62 -6.53 -5.03 0.30
H -4.52 -0.19 4.57 0.35
C 1.74 3.54 0.76 -0.76
H -1.44 -0.43 2.35 -0.06
H -2.16 -1.69 7.44 0.27
H 4.70 3.95 -3.20 0.40
N 3.02 -1.58 2.60 -0.17
H -1.58 2.32 3.36 0.27
H 2.16 -0.30 4.86 0.43
H -4.90 2.60 -4.22 0.20
F -1.68 1.42 0.68 -0.45
H -6.45 1.67 -4.44 0.31
C 0.19 -3.10 -0.40 -1.30
H -2.00 -1.52 3.34 0.48
H -3.78 0.94 5.62 0.46



92
Properties=species:S:1:pos:R:3:mulliken_charge:R:1 method="wB97M-V/def2-TZVPD" charge=-1 energy_ha=-3513.11934 max_force_ev_per_a=1.4 homo_energy_ev=-4.1 gap_ev=6.105
H -6.69 -4.75 0.84 0.41
H 4.23 -1.37 -4.47 0.25
H 9.37 -2.94 3.27 0.26
C -3.55 1.37 2.12 -0.57
H 2.54 2.22 -3.46 0.42
H 6.76 1.58 1.29 0.36
H 1.96 1.02 3.35 0.29
C 4.04 -1.36 -5.54 -0.15
C 1.65 1.60 -3.56 -1.72
H 1.84 1.35 1.06 0.10
H -4.43 2.54 -2.56 0.26
C 0.50 2.35 -1.48 -1.80
H -8.28 -0.39 3.43 0.28
C -4.12 2.25 3.22 -0.61
H 0.15 2.50 2.44 0.33
H 10.51 -2.41 5.43 0.34
H -7.03 -3.24 -0.04 0.21
H -7.07 1.59 2.43 0.13
C 5.29 -0.94 -6.30 -1.12
H -4.81 2.18 -4.24 0.34
O -5.67 0.93 -2.86 -0.38
C 0.29 -0.10 -2.29 1.40
H 0.87 -2.16 -2.64 0.40
C 1.11 -1.36 -1.94 -1.91
H -4.24 -4.15 0.84 0.25
H 4.59 2.48 0.53 0.27
H 5.09 -0.91 -7.37 0.32
H -0.88 1.10 2.19 -0.14
H 6.11 -1.64 -6.12 0.33
H -0.44 1.59 3.84 0.43
C 1.19 1.16 -2.15 1.23
O -4.54 -2.31 -0.06 -0.26
H 2.76 -0.42 -6.68 0.24
H -6.03 -0.48 2.98 0.19
H 2.18 -1.19 -1.98 0.32
H -1.86 1.01 -4.55 -0.55
H -2.88 1.94 1.47 0.29
O -1.96 0.80 -1.69 -0.59
O -5.17 0.25 -1.71 -0.25
C -0.95 -0.10 -1.39 -1.50
H -8.53 -1.02 1.79 0.31
C 8.96 -2.17 3.94 -0.27
C 6.16 1.01 2.00 -0.99
H 4.16 0.20 2.14 0.23
H -4.83 -4.17 -0.83 0.31
H 10.84 -1.15 4.24 0.33
O 8.34 -1.15 3.17 -0.46
H 2.10 0.94 -1.60 0.07
O -6.60 -1.03 2.42 -0.43
H 1.18 3.20 -1.47 0.47
H -4.53 0.80 4.47 0.30
H -4.69 3.07 2.79 0.29
H 0.92 -0.39 3.08 0.33
H 4.83 0.17 0.51 0.22
C -7.77 1.00 1.84 -0.79
H 9.66 -0.86 5.51 0.27
H -0.58 0.09 -0.37 0.10
H 6.09 1.59 2.92 0.27
Ga -2.86 0.56 -3.35 1.09
H 3.72 -2.36 -5.84 0.27
H 5.60 0.05 -5.99 0.29
H -3.32 -0.97 -3.60 -0.46
H -4.35 0.95 1.51 0.19
H 6.67 0.07 2.21 0.26
C -4.93 -3.67 0.13 -0.32
H 9.02 -0.74 2.62 0.25
H -7.39 0.96 0.82 0.19
O 4.07 1.98 1.17 -0.53
C 4.77 0.76 1.44 -0.06
C -0.08 1.50 2.81 -0.70
H -0.34 2.64 -2.10 0.44
H 0.87 2.25 -3.96 0.37
H -1.33 -1.14 -1.37 0.49
H 1.81 0.76 -4.21 0.25
O -5.02 1.53 4.07 -0.54
H 0.84 -1.73 -0.95 0.41
C -7.88 -0.40 2.40 -0.26
H -2.98 0.54 2.55 0.36
H -4.64 -1.87 0.79 0.14
H 8.18 -2.62 4.54 0.28
O 2.97 -0.44 -5.74 -0.44
C 10.06 -1.62 4.84 -1.03
H 0.15 2.10 -0.49 0.12
H 0.02 -0.20 -3.34 0.38
O 1.60 0.48 1.39 -0.28
C -6.35 -3.72 0.66 -0.80
H -3.32 2.68 3.83 0.33
H -6.39 -3.16 1.59 0.10
H -5.22 -0.70 -1.91 0.21
H -8.74 1.50 1.83 0.37
C -4.55 1.73 -3.29 -0.62
C 1.15 0.61 2.72 -0.42